*i*
Molecular formula: CH2N2O2
Method: DFT, ωB97M-V with the def2-TZVPD basis set

Structure (ORCA input):
```
! wB97M-V def2-TZVPD RIJCOSX def2/J DEFGRID3
* xyz 0 1
H 2.416 -0.470 -0.149
O 0.526 -1.308 0.168
N -0.357 0.921 0.039
O -2.265 -0.350 -0.119
N -1.107 -0.038 0.160
H -0.634 1.801 -0.170
C 1.422 -0.556 0.071
*
```

The value obtained for the frontier orbital gap (alpha / beta) is 0.267 / 0.318 Ha. The LUMO energy (alpha / beta) is -0.314 / 0.230 eV.

Partial charges, natural (NBO), in e: atom 1 (H): 0.175, atom 2 (O): -0.381, atom 3 (N): -0.501, atom 4 (O): -0.412, atom 5 (N): 0.330, atom 6 (H): 0.350, atom 7 (C): 0.439


*ii*
Molecular formula: CH2N2O2
Method: DFT, ωB97M-V with the def2-TZVPD basis set

Structure (ORCA input):
```
! wB97M-V def2-TZVPD RIJCOSX def2/J DEFGRID3
* xyz 0 1
N -0.070 0.706 -0.591
N -0.084 2.030 -1.495
H 0.580 -1.069 0.120
O -0.997 2.709 -1.239
O 1.871 -0.305 -1.246
H -0.882 0.645 0.011
C 0.869 -0.269 -0.598
*
```

The value obtained for the frontier orbital gap is 0.345 Ha. The LUMO energy is -0.735 eV.

Partial charges, natural (NBO), in e: atom 1 (N): -0.588, atom 2 (N): 0.365, atom 3 (H): 0.109, atom 4 (O): -0.229, atom 5 (O): -0.555, atom 6 (H): 0.381, atom 7 (C): 0.518


It comes down to *ii*, which is 4.110 eV more stable than the next structure.


*i*
Molecular formula: C6H11IN
Method: DFT, ωB97M-V with the def2-TZVPD basis set

Structure (ORCA input):
```
! wB97M-V def2-TZVPD RIJCOSX def2/J DEFGRID3
* xyz 1 1
H 1.510 2.353 -0.996
H -0.720 -0.605 1.999
C -0.884 -1.534 -0.258
H -0.392 -2.392 -0.694
H 2.317 -1.064 -0.911
C 1.747 -0.437 -0.269
C -2.232 -1.481 -0.349
H -0.325 2.269 -0.920
C 0.166 -0.539 0.199
H -0.530 1.002 1.542
H 2.428 0.019 0.454
I -3.326 0.177 0.313
H 0.585 1.947 0.504
H 0.356 0.027 -1.789
N 0.698 0.452 -0.863
H -2.789 -2.269 -0.927
H 0.860 0.170 2.020
C -0.105 0.084 1.519
C 0.635 1.822 -0.573
*
```

The value obtained for the frontier orbital gap is 0.357 Ha. The LUMO energy is -3.256 eV.

Partial charges, natural (NBO), in e: atom 1 (H): 0.244, atom 2 (H): 0.259, atom 3 (C): -0.318, atom 4 (H): 0.237, atom 5 (H): 0.250, atom 6 (C): -0.207, atom 7 (C): -0.291, atom 8 (H): 0.251, atom 9 (C): 0.171, atom 10 (H): 0.236, atom 11 (H): 0.243, atom 12 (I): 0.203, atom 13 (H): 0.237, atom 14 (H): 0.462, atom 15 (N): -0.378, atom 16 (H): 0.264, atom 17 (H): 0.232, atom 18 (C): -0.658, atom 19 (C): -0.437


*ii*
Molecular formula: C6H11IN
Method: DFT, ωB97M-V with the def2-TZVPD basis set

Structure (ORCA input):
```
! wB97M-V def2-TZVPD RIJCOSX def2/J DEFGRID3
* xyz 1 1
H 1.891 1.088 -0.575
H -0.063 -1.501 -1.882
C -0.662 0.672 0.688
H -2.565 1.197 -0.109
H -1.093 0.379 1.661
H 0.018 1.428 1.148
C 0.473 -1.608 1.161
C -1.535 1.104 -0.445
H 2.292 -0.416 -0.505
N 1.810 0.291 0.049
I -1.193 3.137 -1.246
C -0.157 -0.675 -1.283
H -0.547 -2.024 1.062
C -1.196 0.130 -1.499
C 0.367 -0.479 0.145
H 0.486 -1.278 2.189
H -1.720 0.285 -2.434
H 2.259 0.683 0.905
H 1.136 -2.411 0.969
*
```

The value obtained for the frontier orbital gap is 0.335 Ha. The LUMO energy is -3.823 eV.

Partial charges, natural (NBO), in e: atom 1 (H): 0.438, atom 2 (H): 0.246, atom 3 (C): -0.455, atom 4 (H): 0.270, atom 5 (H): 0.258, atom 6 (H): 0.224, atom 7 (C): -0.659, atom 8 (C): -0.351, atom 9 (H): 0.440, atom 10 (N): -0.741, atom 11 (I): 0.113, atom 12 (C): -0.301, atom 13 (H): 0.260, atom 14 (C): -0.096, atom 15 (C): 0.173, atom 16 (H): 0.241, atom 17 (H): 0.247, atom 18 (H): 0.451, atom 19 (H): 0.241


It comes down to *ii*, which is 1.514 eV more stable than the next structure.


*i*
Molecular formula: C11H11NO3
Method: DFT, ωB97M-V with the def2-TZVPD basis set

Structure (ORCA input):
```
! wB97M-V def2-TZVPD RIJCOSX def2/J DEFGRID3
* xyz 0 1
C -0.030 0.533 -1.585
H -0.130 -3.618 1.462
H -1.148 0.730 -1.665
O 1.431 1.758 2.618
C 1.989 0.319 -0.305
C -1.081 -3.207 1.550
H 2.219 -1.598 -3.125
H 2.530 0.618 0.674
C 0.331 2.053 0.400
H -0.598 3.823 -0.121
C 2.394 -0.657 -1.191
C 0.849 1.902 1.608
N -2.310 0.094 1.490
C -0.892 2.829 0.090
C 0.476 -0.370 -2.506
O -2.913 1.091 1.768
H -1.687 2.826 0.954
H 3.324 -1.281 -1.007
H -1.850 -3.819 1.004
O -0.919 -1.875 0.928
H -1.228 -3.098 2.675
C -1.591 -0.870 1.430
H -0.153 -0.605 -3.404
C 1.667 -1.051 -2.300
C 0.762 1.049 -0.586
H -1.440 2.425 -0.858
*
```

The value obtained for the frontier orbital gap is 0.306 Ha. The LUMO energy is 0.419 eV.

Partial charges, natural (NBO), in e: atom 1 (C): -0.243, atom 2 (H): 0.200, atom 3 (H): 0.218, atom 4 (O): -0.457, atom 5 (C): -0.215, atom 6 (C): -0.238, atom 7 (H): 0.223, atom 8 (H): 0.220, atom 9 (C): -0.371, atom 10 (H): 0.217, atom 11 (C): -0.210, atom 12 (C): 0.760, atom 13 (N): 0.127, atom 14 (C): -0.617, atom 15 (C): -0.192, atom 16 (O): -0.443, atom 17 (H): 0.253, atom 18 (H): 0.212, atom 19 (H): 0.203, atom 20 (O): -0.479, atom 21 (H): 0.200, atom 22 (C): 0.440, atom 23 (H): 0.212, atom 24 (C): -0.249, atom 25 (C): 0.006, atom 26 (H): 0.226


*ii*
Molecular formula: C11H11NO3
Method: DFT, ωB97M-V with the def2-TZVPD basis set

Structure (ORCA input):
```
! wB97M-V def2-TZVPD RIJCOSX def2/J DEFGRID3
* xyz 0 1
O 0.087 -2.887 1.739
H 0.429 -0.434 3.200
C 0.545 1.936 -1.869
C 0.399 -2.231 0.696
O 1.711 0.241 0.070
C 0.539 -0.132 -0.440
C -1.233 2.134 -3.581
C -0.108 0.639 -1.465
N 0.041 -1.175 0.079
H -1.585 -1.828 1.992
C -0.839 -2.264 2.634
H -1.708 2.563 -4.408
C -0.144 2.649 -2.809
H 3.798 0.739 0.773
C 2.209 -0.362 1.190
H 0.274 3.626 -3.105
H -0.998 -0.752 4.294
H -1.191 -3.021 3.396
C -1.263 0.223 -2.106
O 3.347 0.073 1.479
C -1.784 0.944 -3.163
H -1.502 -0.715 -1.644
H -2.579 0.691 -3.802
C -0.186 -1.289 3.666
H 1.267 2.382 -1.252
H 0.471 -1.748 4.434
*
```

The value obtained for the frontier orbital gap (alpha / beta) is 0.264 / 0.264 Ha. The LUMO energy (alpha / beta) is 0.284 / 0.284 eV.

Partial charges, natural (NBO), in e: atom 1 (O): -0.453, atom 2 (H): 0.227, atom 3 (C): -0.216, atom 4 (C): 0.486, atom 5 (O): -0.518, atom 6 (C): 0.413, atom 7 (C): -0.219, atom 8 (C): -0.050, atom 9 (N): -0.477, atom 10 (H): 0.194, atom 11 (C): -0.104, atom 12 (H): 0.214, atom 13 (C): -0.197, atom 14 (H): 0.469, atom 15 (C): 0.437, atom 16 (H): 0.207, atom 17 (H): 0.218, atom 18 (H): 0.202, atom 19 (C): -0.220, atom 20 (O): -0.645, atom 21 (C): -0.197, atom 22 (H): 0.234, atom 23 (H): 0.213, atom 24 (C): -0.655, atom 25 (H): 0.218, atom 26 (H): 0.221


It comes down to *ii*, which is 0.334 eV more stable than the next structure.


*i*
Molecular formula: C3H8BrN2
Method: DFT, ωB97M-V with the def2-TZVPD basis set

Structure (ORCA input):
```
! wB97M-V def2-TZVPD RIJCOSX def2/J DEFGRID3
* xyz 1 1
H 0.734 1.977 -1.563
Br -1.203 -1.939 -0.915
H -0.544 -1.673 1.258
N -0.406 0.423 1.004
H 1.236 -0.910 -0.934
H -1.774 -0.356 2.096
N 1.285 1.160 -1.543
H 2.203 1.233 -1.319
H 0.070 -0.675 2.531
H 0.412 0.916 1.153
C 0.714 0.046 -1.193
H -1.400 0.626 -1.307
C -0.707 -0.655 1.824
C -0.621 -0.173 -1.091
*
```

The value obtained for the frontier orbital gap (alpha / beta) is 0.291 / 0.290 Ha. The LUMO energy (alpha / beta) is -6.046 / -5.749 eV.

Partial charges, natural (NBO), in e: atom 1 (H): 0.418, atom 2 (Br): 0.254, atom 3 (H): 0.249, atom 4 (N): -0.427, atom 5 (H): 0.253, atom 6 (H): 0.260, atom 7 (N): -0.655, atom 8 (H): 0.415, atom 9 (H): 0.239, atom 10 (H): 0.350, atom 11 (C): 0.114, atom 12 (H): 0.281, atom 13 (C): -0.494, atom 14 (C): -0.257


*ii*
Molecular formula: C3H8BrN2
Method: DFT, ωB97M-V with the def2-TZVPD basis set

Structure (ORCA input):
```
! wB97M-V def2-TZVPD RIJCOSX def2/J DEFGRID3
* xyz 1 1
H -0.866 1.090 2.414
C -1.055 0.029 2.026
H -2.404 0.563 0.497
N 0.726 -0.237 -0.522
Br -0.751 1.639 -1.999
H 0.801 -0.958 0.236
N -1.542 0.119 0.640
H -1.869 -0.539 2.327
H -0.145 -0.509 2.033
H 2.151 -1.280 -1.271
C 1.730 -0.380 -1.534
H 1.280 -0.413 -2.601
H 2.341 0.401 -1.617
C -0.397 0.475 -0.629
*
```

The value obtained for the frontier orbital gap is 0.342 Ha. The LUMO energy is -4.827 eV.

Partial charges, natural (NBO), in e: atom 1 (H): 0.214, atom 2 (C): -0.405, atom 3 (H): 0.396, atom 4 (N): -0.510, atom 5 (Br): 0.311, atom 6 (H): 0.451, atom 7 (N): -0.559, atom 8 (H): 0.247, atom 9 (H): 0.188, atom 10 (H): 0.231, atom 11 (C): -0.413, atom 12 (H): 0.233, atom 13 (H): 0.231, atom 14 (C): 0.384


*iii*
Molecular formula: C3H8BrN2
Method: DFT, ωB97M-V with the def2-TZVPD basis set

Structure (ORCA input):
```
! wB97M-V def2-TZVPD RIJCOSX def2/J DEFGRID3
* xyz 1 1
H -0.819 -2.858 0.036
H 0.646 -2.087 -0.427
C 0.394 0.116 0.322
H -0.652 -1.459 -1.188
Br 2.232 -0.362 -0.030
C 0.945 2.476 -0.121
H 0.856 2.896 -1.237
H -1.514 -0.540 0.639
C -0.542 -0.973 0.731
N -0.365 -2.023 -0.380
H -0.467 -1.322 1.752
H 0.569 3.328 0.569
N -0.071 1.522 0.174
H 1.938 1.962 -0.215
*
```

The value obtained for the frontier orbital gap is 0.342 Ha. The LUMO energy is -4.416 eV.

Partial charges, natural (NBO), in e: atom 1 (H): 0.472, atom 2 (H): 0.446, atom 3 (C): 0.033, atom 4 (H): 0.468, atom 5 (Br): 0.095, atom 6 (C): -0.508, atom 7 (H): 0.254, atom 8 (H): 0.266, atom 9 (C): -0.311, atom 10 (N): -0.697, atom 11 (H): 0.264, atom 12 (H): 0.277, atom 13 (N): -0.273, atom 14 (H): 0.213


*iv*
Molecular formula: C3H8BrN2
Method: DFT, ωB97M-V with the def2-TZVPD basis set

Structure (ORCA input):
```
! wB97M-V def2-TZVPD RIJCOSX def2/J DEFGRID3
* xyz 1 1
H -0.187 2.141 0.937
H 1.148 -2.743 0.572
C 0.540 -0.147 -0.537
H -1.121 0.752 -1.482
N -0.858 1.827 0.187
H 1.722 -2.414 -1.011
Br 2.181 0.406 0.530
H 0.202 -3.360 -0.835
C -0.246 1.006 -0.986
H -1.349 2.665 -0.133
C 0.784 -2.557 -0.440
H 0.381 1.787 -1.478
H -1.447 1.313 0.831
N 0.022 -1.380 -0.752
*
```

The value obtained for the frontier orbital gap is 0.372 Ha. The LUMO energy is -4.213 eV.

Partial charges, natural (NBO), in e: atom 1 (H): 0.453, atom 2 (H): 0.238, atom 3 (C): 0.164, atom 4 (H): 0.254, atom 5 (N): -0.689, atom 6 (H): 0.231, atom 7 (Br): 0.006, atom 8 (H): 0.233, atom 9 (C): -0.266, atom 10 (H): 0.450, atom 11 (C): -0.474, atom 12 (H): 0.253, atom 13 (H): 0.443, atom 14 (N): -0.295


It comes down to *iv*, which is 1.419 eV more stable than the next structure.


*i*
Molecular formula: C3H8BrN2
Method: DFT, ωB97M-V with the def2-TZVPD basis set

Structure (ORCA input):
```
! wB97M-V def2-TZVPD RIJCOSX def2/J DEFGRID3
* xyz 1 1
H -0.960 -1.343 -0.892
H 0.692 1.193 1.155
H 0.435 -0.744 1.558
H 0.999 -0.641 -2.045
H 2.269 1.977 0.749
N -0.363 -1.121 0.999
H 2.608 0.596 -1.021
Br -3.669 0.398 -0.074
H -4.871 0.651 -0.743
C 1.595 1.253 0.560
C 0.939 -0.463 -0.969
C -0.208 -0.878 -0.249
H -1.215 -1.345 1.444
N 1.748 0.467 -0.473
*
```

The value obtained for the frontier orbital gap is 0.292 Ha. The LUMO energy is -5.013 eV.

Partial charges, natural (NBO), in e: atom 1 (H): 0.235, atom 2 (H): 0.198, atom 3 (H): 0.399, atom 4 (H): 0.253, atom 5 (H): 0.218, atom 6 (N): -0.683, atom 7 (H): 0.447, atom 8 (Br): -0.232, atom 9 (H): 0.235, atom 10 (C): -0.062, atom 11 (C): -0.233, atom 12 (C): 0.147, atom 13 (H): 0.439, atom 14 (N): -0.361


*ii*
Molecular formula: C3H8BrN2
Method: DFT, ωB97M-V with the def2-TZVPD basis set

Structure (ORCA input):
```
! wB97M-V def2-TZVPD RIJCOSX def2/J DEFGRID3
* xyz 1 1
H -0.295 -1.401 2.100
H -1.641 -0.765 -1.146
N -0.734 -1.250 1.199
C -1.752 0.106 -0.499
H -2.820 0.296 -0.344
H 3.371 1.015 -0.995
C -1.109 -0.087 0.795
Br 1.763 -1.356 -1.081
H 2.390 2.146 -0.161
H -0.981 0.759 1.458
C 1.493 0.387 -0.377
N 2.483 1.206 -0.532
H -0.803 -2.053 0.579
H -1.364 0.997 -0.995
*
```

The value obtained for the frontier orbital gap is 0.321 Ha. The LUMO energy is -4.092 eV.

Partial charges, natural (NBO), in e: atom 1 (H): 0.438, atom 2 (H): 0.246, atom 3 (N): -0.621, atom 4 (C): -0.715, atom 5 (H): 0.282, atom 6 (H): 0.404, atom 7 (C): 0.354, atom 8 (Br): 0.017, atom 9 (H): 0.420, atom 10 (H): 0.236, atom 11 (C): -0.037, atom 12 (N): -0.741, atom 13 (H): 0.433, atom 14 (H): 0.283


It comes down to *ii*, which is 0.395 eV more stable than the next structure.